# 1
ORCA calculation (ωB97M-V with the def2-TZVPD basis set) on the molecule C6H11O at a distorted geometry.

Properties
Spin multiplicity: 2
Total charge: 0
HOMO energy (spin up / spin down), hartree: -0.3470 / -0.3473
Frontier orbital gap (spin up / spin down), eV: 10.44 / 7.96
DFT total energy, eV: -8444.206
⟨S²⟩: 0.76
Relative energy (zero: lowest compared OMol25 entry of this formula, charge and spin), eV: 1.919

Geometry as XYZ:
```
18
Properties=species:S:1:pos:R:3:nbo_charge:R:1
C 0.69 -2.02 1.74 -0.0833
O 1.82 -2.59 1.54 -0.3058
C 0.09 -1.29 0.36 -0.3669
C -0.04 0.24 0.51 -0.4455
C -0.52 1.11 -0.68 0.0266
C -1.64 1.83 -0.73 -0.4114
C 0.47 1.09 -1.77 -0.6577
H 0.68 -1.18 2.48 0.1263
H 0.02 -2.82 2.05 0.2063
H -0.78 -1.87 0.15 0.2146
H 0.83 -1.44 -0.36 0.2071
H 0.95 0.60 0.83 0.2170
H -0.64 0.54 1.41 0.2101
H -1.80 2.70 -1.44 0.2070
H -2.37 1.77 0.10 0.1971
H 0.01 1.12 -2.76 0.2236
H 1.14 0.25 -1.70 0.2102
H 1.09 1.97 -1.73 0.2246
```



# 2
ORCA calculation (ωB97M-V with the def2-TZVPD basis set) on the ion C8H17N3O with charge +2 at a distorted geometry.

Properties
SMILES: C[NH2+][C@H]1C2=C[N@@H+](CCO)C[C@@]21N
Total charge: +2
HOMO energy, hartree: -0.6439
Frontier orbital gap, eV: 9.33
DFT total energy, eV: -15067.872
Relative energy (zero: lowest compared OMol25 entry of this formula, charge and spin), eV: 3.812

Geometry as XYZ:
```
29
Properties=species:S:1:pos:R:3:nbo_charge:R:1
C 3.26 2.62 -0.45 -0.4112
N 1.93 2.41 0.07 -0.5556
C 1.60 1.04 0.52 -0.0185
C 0.28 0.75 1.11 -0.0533
C -0.28 -0.32 1.68 0.0804
N -0.85 -1.23 0.57 -0.4131
C -2.27 -1.29 0.42 -0.2508
C -2.57 -2.74 -0.02 -0.0889
O -1.54 -3.57 0.52 -0.7632
C -0.25 -0.79 -0.74 -0.2387
C 0.42 0.56 -0.43 0.0344
N -0.06 1.80 -1.11 -0.8065
H 3.12 3.43 -1.21 0.2483
H 3.91 2.88 0.34 0.2429
H 3.59 1.72 -0.86 0.2222
H 0.93 2.67 -0.52 0.4590
H 1.77 3.06 0.80 0.4299
H 2.38 0.26 0.62 0.2855
H -0.70 -0.42 2.65 0.2741
H -0.40 -2.19 0.95 0.5221
H -2.76 -1.13 1.29 0.2409
H -2.63 -0.59 -0.35 0.2349
H -3.55 -3.19 0.40 0.2359
H -2.61 -2.86 -1.09 0.1965
H -1.46 -4.45 0.19 0.5266
H -1.03 -0.75 -1.46 0.2599
H 0.67 -1.43 -0.97 0.2698
H 0.01 1.60 -2.09 0.4230
H -0.92 2.17 -0.81 0.4136
```



# 3
ORCA calculation (ωB97M-V with the def2-TZVPD basis set) on a structure of composition C21H46N4NiO5 at a distorted geometry.

Properties
Spin multiplicity: 3
Total charge: 0
HOMO energy (spin up / spin down), hartree: -0.2001 / -0.1986
Frontier orbital gap (spin up / spin down), eV: 3.96 / 3.96
DFT total energy, eV: -79753.057
⟨S²⟩: 2.01
Relative energy (zero: lowest compared OMol25 entry of this formula, charge and spin), eV: 7.466

Geometry as XYZ:
```
77
Properties=species:S:1:pos:R:3:mulliken_charge:R:1
Ni 11.07 9.39 -18.33 0.7496
C 12.61 4.21 -17.70 -1.6722
C 13.91 4.56 -18.55 1.3044
C 14.87 3.26 -18.61 -1.1417
C 15.69 2.98 -19.90 -0.7661
C 14.74 3.05 -21.08 -1.2308
C 14.07 4.43 -21.22 1.5060
N 13.52 4.92 -19.92 0.5918
O 12.61 6.08 -20.04 -0.5248
C 13.06 4.28 -22.36 -1.8008
C 15.11 5.45 -21.62 -1.8210
C 14.66 5.72 -17.76 -1.7037
H 11.87 5.01 -17.72 0.3816
H 12.93 4.07 -16.67 0.4244
H 12.09 3.38 -18.18 0.4213
H 14.28 2.37 -18.41 0.3786
H 15.56 3.37 -17.77 0.4182
H 15.99 1.94 -19.94 0.3791
H 16.55 3.57 -20.25 0.3726
H 14.07 2.21 -20.90 0.4178
H 15.27 2.79 -21.99 0.4716
H 12.28 3.57 -22.08 0.4286
H 13.53 3.86 -23.25 0.4040
H 12.61 5.23 -22.65 0.3726
H 14.79 6.48 -21.77 0.4007
H 15.57 5.20 -22.58 0.3977
H 15.88 5.65 -20.87 0.3643
H 14.23 6.70 -18.00 0.3690
H 15.72 5.79 -17.98 0.3865
H 14.48 5.48 -16.71 0.4617
C 9.10 14.72 -17.92 -1.1952
C 8.28 13.53 -18.42 0.5708
C 7.38 14.04 -19.56 -1.3762
O 9.03 12.44 -18.87 -0.7960
H 9.50 14.44 -16.94 0.2770
H 8.57 15.67 -17.86 0.3225
H 10.00 14.88 -18.51 0.3140
H 7.57 13.29 -17.62 0.1166
H 7.89 14.49 -20.41 0.3127
H 6.70 14.79 -19.15 0.3818
H 6.82 13.23 -20.02 0.3335
C 11.30 10.58 -13.40 0.1982
O 11.47 9.90 -14.46 -0.6284
N 10.84 10.01 -12.27 0.1357
C 10.87 10.69 -10.97 -0.9512
C 10.94 8.53 -12.12 -0.9450
H 11.58 11.64 -13.26 0.2765
H 9.86 10.62 -10.57 0.3096
H 11.07 11.75 -11.14 0.3168
H 11.60 10.52 -10.18 0.3383
H 10.93 7.99 -13.07 0.2922
H 11.73 8.31 -11.41 0.3206
H 10.06 8.21 -11.56 0.3327
C 15.78 10.73 -19.18 0.2323
O 14.79 10.84 -18.51 -0.6090
N 17.01 10.73 -18.60 0.0370
C 18.11 10.25 -19.38 -0.9680
C 17.43 11.28 -17.32 -0.9116
H 15.88 10.40 -20.22 0.2692
H 18.95 10.91 -19.16 0.2952
H 18.00 9.84 -20.39 0.3348
H 18.41 9.29 -18.97 0.3600
H 18.14 12.10 -17.46 0.3062
H 16.63 11.51 -16.62 0.3035
H 18.04 10.51 -16.85 0.3531
C 6.66 7.29 -16.02 0.1871
O 7.63 7.82 -16.56 -0.6033
N 5.90 7.85 -15.09 0.1284
C 4.79 7.13 -14.45 -0.9474
C 6.13 9.14 -14.51 -0.9824
H 6.36 6.23 -16.08 0.2391
H 3.87 7.69 -14.27 0.3098
H 5.11 6.65 -13.52 0.3467
H 4.51 6.30 -15.09 0.3229
H 6.93 9.68 -15.01 0.3442
H 5.31 9.86 -14.57 0.3193
H 6.42 9.10 -13.46 0.3343
```



# 4
ORCA calculation (ωB97M-V with the def2-TZVPD basis set) on a cluster of 2 separate species, C5H11N2 in total at a distorted geometry.

Properties
Total charge: +1
HOMO energy, hartree: -0.4459
Frontier orbital gap, eV: 7.09
DFT total energy, eV: -8334.817
Relative energy (zero: lowest compared OMol25 entry of this formula, charge and spin), eV: 2.302

Geometry as XYZ:
```
18
Properties=species:S:1:pos:R:3:nbo_charge:R:1
C -2.94 1.51 0.40 -0.6084
C -2.25 0.49 0.01 0.4280
C 2.07 -0.34 0.95 -0.4437
C -1.61 -1.78 -0.46 -0.4264
C 2.62 1.12 -0.88 0.1305
N 1.78 0.40 -0.25 -0.3799
N -1.48 -0.35 -0.42 -0.5160
H -3.62 2.01 -0.26 0.2587
H 2.08 -1.41 0.73 0.2507
H 3.04 -0.05 1.35 0.2362
H 1.29 -0.16 1.69 0.2533
H -2.65 -2.11 -0.38 0.2142
H -1.18 -2.13 -1.39 0.2131
H -1.05 -2.21 0.37 0.2057
H 3.64 1.22 -0.52 0.2256
H 2.34 1.64 -1.78 0.2363
H -2.90 1.86 1.42 0.2524
H 0.81 0.30 -0.58 0.4699
```



# 5
ORCA calculation (ωB97M-V with the def2-TZVPD basis set) on a cluster of 2 separate species, C5H6Cl4NO3 in total at a distorted geometry.

Properties
Total charge: -1
HOMO energy, hartree: -0.1524
Frontier orbital gap, eV: 6.50
DFT total energy, eV: -63004.660

Geometry as XYZ:
```
19
Properties=species:S:1:pos:R:3:nbo_charge:R:1
O -1.21 1.70 0.06 -0.5333
C -1.82 0.88 0.71 0.4203
C -1.04 -0.17 1.55 -0.3146
N -1.10 -1.55 1.03 -0.6313
C -0.04 -1.86 0.04 -0.3299
C -0.60 -2.56 -1.27 0.7350
O -0.69 -3.80 -1.25 -0.7634
O -0.88 -1.79 -2.25 -0.7946
H -2.95 0.97 0.68 0.1055
H 0.04 0.13 1.53 0.2095
H -1.35 -0.20 2.63 0.1847
H -2.03 -1.80 0.68 0.3678
H 0.70 -2.52 0.57 0.1756
H 0.49 -0.93 -0.32 0.1722
C 2.49 2.70 -0.88 -0.2170
Cl 2.06 1.10 -0.28 0.0879
Cl 1.43 3.13 -2.23 0.0644
Cl 2.30 3.89 0.42 0.0324
Cl 4.18 2.69 -1.43 0.0289
```



# 6
ORCA calculation (ωB97M-V with the def2-TZVPD basis set) on the ion C11H22NO with charge +1 at a distorted geometry.

Properties
SMILES: C[N@@+]12CCCC[C@H]1[C@@H](CO)CCC2
Total charge: +1
HOMO energy, hartree: -0.5095
Frontier orbital gap, eV: 11.61
DFT total energy, eV: -15295.133
Relative energy (zero: lowest compared OMol25 entry of this formula, charge and spin), eV: 0.118

Geometry as XYZ:
```
35
Properties=species:S:1:pos:R:3:nbo_charge:R:1
C -0.01 -1.38 -1.05 -0.4153
N -0.48 0.05 -0.84 -0.2405
C -1.96 0.05 -1.06 -0.2159
C -2.74 -0.76 0.02 -0.4226
C -2.39 -0.26 1.43 -0.4052
C -0.88 -0.16 1.66 -0.4211
C -0.15 0.60 0.52 -0.0241
C 1.43 0.77 0.84 -0.2335
C 2.04 -0.43 1.63 -0.0741
O 1.97 -1.74 0.99 -0.7595
C 2.26 0.98 -0.46 -0.4145
C 1.41 1.71 -1.51 -0.4049
C 0.21 0.79 -1.94 -0.2152
H 1.05 -1.39 -1.31 0.2409
H -0.56 -1.81 -1.89 0.2255
H -0.19 -2.01 -0.13 0.2495
H -2.36 1.05 -1.07 0.2258
H -2.22 -0.38 -2.05 0.2380
H -2.53 -1.81 -0.08 0.2143
H -3.81 -0.67 -0.13 0.2487
H -2.80 0.73 1.60 0.2093
H -2.79 -0.95 2.20 0.2368
H -0.43 -1.17 1.77 0.2182
H -0.71 0.32 2.61 0.2437
H -0.55 1.61 0.47 0.2179
H 1.53 1.66 1.45 0.2424
H 3.09 -0.20 1.86 0.1931
H 1.56 -0.46 2.61 0.1780
H 2.13 -2.45 1.65 0.4957
H 3.14 1.60 -0.21 0.2403
H 2.58 0.03 -0.86 0.2149
H 1.03 2.65 -1.18 0.2123
H 2.01 1.89 -2.41 0.2433
H -0.51 1.44 -2.45 0.2301
H 0.61 0.09 -2.66 0.2276
```



# 7
ORCA calculation (ωB97M-V with the def2-TZVPD basis set) on the ion C7H11N4S with charge +1 at a distorted geometry.

Properties
Total charge: +1
HOMO energy, hartree: -0.4767
Frontier orbital gap, eV: 8.13
DFT total energy, eV: -24221.458
Relative energy (zero: lowest compared OMol25 entry of this formula, charge and spin), eV: 4.682

Geometry as XYZ:
```
23
Properties=species:S:1:pos:R:3:nbo_charge:R:1
C 0.78 -0.07 1.58 0.4151
C 0.90 -0.53 -0.92 0.1192
C -2.01 0.25 -0.61 0.2619
C -1.58 -0.84 -1.56 -0.5267
C 0.62 0.17 3.01 -0.6533
C -3.19 1.10 -0.93 -0.6630
C 3.36 -0.38 -0.84 -0.4169
N 1.95 -0.23 1.08 -0.2847
N -1.31 0.50 0.43 -0.1846
N 2.02 -0.37 -0.26 -0.1826
N -0.30 -0.24 0.79 -0.1656
S 0.06 -0.35 -2.29 0.4969
H -1.27 -1.68 -0.99 0.2638
H -2.29 -0.88 -2.29 0.2595
H 0.96 -0.70 3.65 0.2758
H 1.18 1.08 2.99 0.2691
H -0.49 0.20 3.19 0.2453
H -2.98 1.80 -1.76 0.2482
H -3.53 1.75 -0.10 0.2630
H -3.98 0.47 -1.25 0.2348
H 3.66 -1.26 -1.39 0.2401
H 3.46 0.40 -1.53 0.2248
H 3.97 -0.17 0.03 0.2597
```



# 8
ORCA calculation (ωB97M-V with the def2-TZVPD basis set) on a structure of composition C29H30CdN3S.

Properties
Total charge: +1
HOMO energy, hartree: -0.3887
Frontier orbital gap, eV: 5.41
DFT total energy, eV: -50421.043
Relative energy (zero: lowest compared OMol25 entry of this formula, charge and spin), eV: 3.988

Geometry as XYZ:
```
64
Properties=species:S:1:pos:R:3:nbo_charge:R:1
Cd -0.78 1.37 0.98 1.5618
C 2.71 1.57 -0.78 -0.6275
C 2.07 2.09 -2.04 -0.0466
C 2.81 2.82 -2.97 -0.1929
C 2.22 3.29 -4.13 -0.1987
C 0.87 3.06 -4.37 -0.1936
C 0.10 2.34 -3.46 -0.0405
C -1.36 2.08 -3.70 -0.6321
C 0.73 1.86 -2.31 0.1545
N -0.09 1.18 -1.36 -0.5418
C -0.15 -0.09 -1.32 0.5743
C 0.63 -1.03 -2.17 -0.7214
C -0.52 -1.36 0.85 0.2814
C -1.66 -1.63 1.86 -0.6543
N 0.44 -0.37 1.37 -0.9380
C 1.15 -0.73 2.54 0.1987
C 2.33 -1.50 2.44 -0.0620
C 2.98 -1.80 1.12 -0.6402
C 2.98 -1.91 3.60 -0.1956
C 2.55 -1.52 4.85 -0.2041
C 1.46 -0.67 4.94 -0.1980
C 0.76 -0.26 3.81 -0.0724
C -0.35 0.74 4.00 -0.6298
H 3.70 2.01 -0.64 0.2326
H 2.84 0.48 -0.81 0.2204
H 2.11 1.78 0.11 0.2061
H 3.86 3.01 -2.78 0.2192
H 2.80 3.85 -4.84 0.2255
H 0.41 3.44 -5.27 0.2187
H -1.68 2.56 -4.63 0.2309
H -1.97 2.47 -2.88 0.2196
H -1.57 1.02 -3.78 0.2096
H 1.18 -0.47 -2.93 0.2576
H -0.02 -1.76 -2.65 0.2449
H 1.34 -1.58 -1.55 0.2556
H -2.35 -2.41 1.53 0.2260
H -2.23 -0.72 2.05 0.2090
H -1.20 -1.95 2.79 0.2528
H 2.40 -1.40 0.30 0.2083
H 3.12 -2.88 0.97 0.2181
H 3.96 -1.34 1.08 0.2336
H 3.87 -2.52 3.50 0.2143
H 3.07 -1.84 5.74 0.2229
H 1.14 -0.31 5.91 0.2126
H -0.43 1.02 5.05 0.2396
H -1.32 0.38 3.68 0.2104
H -0.13 1.68 3.47 0.1840
S -4.81 0.48 -1.17 0.5115
C -5.01 1.99 -0.46 -0.2965
C -3.90 2.43 0.25 -0.3332
C -2.83 1.53 0.22 -0.3548
C -3.18 0.38 -0.55 -0.3581
C -2.40 -0.77 -0.66 0.3932
C -2.85 -2.07 -1.05 -0.3180
C -2.08 -3.20 -1.00 -0.0545
C -0.78 -3.49 -0.42 -0.2921
C -0.06 -2.73 0.42 -0.0702
N -1.06 -0.64 -0.33 -0.6353
H -5.94 2.52 -0.57 0.2597
H -3.90 3.37 0.77 0.2440
H -3.86 -2.17 -1.43 0.2413
H -2.56 -4.08 -1.42 0.2330
H -0.43 -4.50 -0.61 0.2374
H 0.82 -3.15 0.89 0.2396
```



# 9
ORCA calculation (ωB97M-V with the def2-TZVPD basis set) on a cluster of 2 separate species, C4H14N2O2 in total at a distorted geometry.

Properties
Spin multiplicity: 2
Total charge: +1
HOMO energy (spin up / spin down), hartree: -0.5414 / -0.5059
Frontier orbital gap (spin up / spin down), eV: 11.81 / 5.33
DFT total energy, eV: -11439.820
⟨S²⟩: 0.76
Relative energy (zero: lowest compared OMol25 entry of this formula, charge and spin), eV: 3.573

Geometry as XYZ:
```
22
Properties=species:S:1:pos:R:3:nbo_charge:R:1
C -0.60 -2.36 1.32 -0.4490
N 0.45 -1.79 0.45 -0.3337
C 0.41 -0.32 0.14 -0.1048
C 1.06 -0.21 -1.20 -0.1213
O 0.58 0.85 -2.10 -0.6618
C 0.93 0.65 1.31 -0.2235
N 0.25 1.87 1.34 -0.6118
H -0.21 -2.80 2.28 0.2399
H -1.16 -3.03 0.69 0.2571
H -1.23 -1.51 1.58 0.2111
H 1.34 -1.97 0.98 0.3889
H -0.65 -0.09 0.00 0.2260
H 0.91 -1.13 -1.85 0.2306
H 2.12 -0.12 -1.22 0.2006
H 0.54 1.56 -1.39 0.4527
H 1.96 0.92 1.21 0.2414
H 0.66 0.07 2.23 0.2315
H 0.64 2.75 1.33 0.4158
H -0.77 1.81 1.49 0.4103
H -1.53 0.81 -1.27 0.4621
H -3.01 0.47 -1.62 0.4806
O -2.48 1.05 -1.16 -0.9426
```



# 10
ORCA calculation (ωB97M-V with the def2-TZVPD basis set) on a cluster of 2 separate species, C17H36NO6S2 in total at a distorted geometry.

Properties
Total charge: -1
HOMO energy, hartree: -0.1921
Frontier orbital gap, eV: 8.00
DFT total energy, eV: -53648.801
Relative energy (zero: lowest compared OMol25 entry of this formula, charge and spin), eV: 6.249

Geometry as XYZ:
```
62
Properties=species:S:1:pos:R:3:nbo_charge:R:1
C 1.57 5.76 4.95 -0.4373
C 0.61 5.15 3.97 -0.1738
C 0.98 3.91 2.94 -0.6441
S 0.19 2.31 3.61 2.0529
O -1.31 2.40 3.25 -0.9286
O 0.45 2.33 5.17 -0.9437
N 1.00 0.87 3.02 -1.1343
S -0.11 -0.46 2.79 2.0591
O -1.20 -0.58 3.90 -0.9352
O -0.82 -0.23 1.43 -0.9796
C 0.80 -2.12 2.78 -0.6058
C 1.96 -2.01 1.61 -0.4346
C 1.75 -3.08 0.37 -0.4154
C 0.95 -2.35 -0.88 -0.4411
C 1.71 -2.46 -2.33 -0.4180
C 3.10 -1.59 -2.46 -0.4229
C 3.07 -0.11 -1.76 -0.4303
C 2.45 1.09 -2.68 -0.4253
C 1.37 0.63 -3.82 -0.4427
C -0.18 0.40 -3.23 -0.0827
O -0.74 1.76 -2.99 -0.5854
C -1.10 1.95 -1.58 -0.2825
H 1.55 6.89 5.28 0.2068
H 2.38 5.06 5.42 0.2159
H -0.49 5.58 3.98 0.2236
H 2.14 3.81 2.80 0.2504
H 0.41 4.14 1.93 0.2597
H 1.37 -2.33 3.79 0.2517
H 0.05 -2.99 2.52 0.2526
H 3.04 -2.25 2.08 0.2066
H 2.01 -0.89 1.26 0.2457
H 1.10 -3.98 0.79 0.2023
H 2.79 -3.49 -0.03 0.2043
H 0.72 -1.24 -0.55 0.2454
H -0.10 -2.88 -0.99 0.2139
H 1.01 -2.24 -3.26 0.2115
H 2.03 -3.61 -2.45 0.1970
H 3.95 -2.23 -1.93 0.2035
H 3.41 -1.51 -3.61 0.2083
H 2.56 -0.08 -0.69 0.2279
H 4.21 0.18 -1.57 0.2057
H 3.30 1.78 -3.15 0.2046
H 1.86 1.81 -1.93 0.2241
H 1.72 -0.28 -4.50 0.1993
H 1.26 1.55 -4.57 0.2182
H -0.20 -0.16 -2.20 0.2070
H -0.84 -0.15 -4.04 0.1852
H -1.83 2.88 -1.46 0.1900
H -0.17 2.20 -0.88 0.1734
H -1.64 1.04 -1.08 0.2145
C -5.71 -1.18 -0.62 -0.6300
C -4.39 -1.54 -1.28 0.0989
C -3.73 -2.73 -0.60 -0.6321
O -3.51 -0.42 -1.23 -0.7280
H -5.56 -0.90 0.43 0.2090
H -6.17 -0.32 -1.12 0.2124
H -6.41 -2.02 -0.66 0.1985
H -4.56 -1.77 -2.34 0.1644
H -3.51 -2.50 0.45 0.2187
H -2.78 -2.97 -1.08 0.2146
H -4.38 -3.61 -0.64 0.1957
H -3.36 -0.21 -0.29 0.4796
```